Below is a single C22H25Cl2N5O3S2 molecule at a distorted geometry, with properties calculated with ωB97M-V with the def2-TZVPD basis set.

Geometry (Å):
C -4.867 -0.824 1.126
C -1.881 1.197 1.178
C 4.412 2.474 0.993
H -7.474 0.090 1.334
H -8.275 -1.407 0.840
C 5.655 -1.314 -1.648
H 1.740 2.369 2.057
C -2.289 1.046 -0.134
H -2.348 -2.465 -2.928
H -4.968 0.113 1.676
Cl 6.753 -3.652 -0.878
C 6.200 -0.061 0.768
O -4.674 1.963 0.438
C 5.475 3.017 -0.876
C -4.271 -1.441 -1.224
C 0.397 0.891 0.477
C -0.031 0.723 -0.838
C -0.534 1.127 1.486
H 5.452 -1.809 -2.584
C 5.538 0.621 -0.246
H -2.624 1.387 1.936
S 6.353 3.004 -2.253
H -6.301 -1.872 2.314
H 0.705 0.526 -1.603
C -6.166 -1.622 1.260
H -3.282 -2.973 -0.065
N 4.907 4.093 -0.267
S -4.048 1.094 -0.513
C 1.858 0.785 0.758
H 3.872 2.107 3.023
C -3.046 -2.299 -0.891
H 6.446 0.431 1.697
H -6.082 -2.558 0.705
H -0.212 1.228 2.512
Cl 7.377 -2.225 1.840
O -4.190 1.369 -1.912
N 2.304 1.588 1.764
N -4.599 -0.440 -0.239
H 4.939 5.045 -0.591
H -5.141 -2.089 -1.377
H -7.214 -0.546 -0.284
C -2.616 -3.119 -2.102
H -4.101 -0.887 -2.149
C 6.570 -1.381 0.576
C -1.377 0.811 -1.146
H -4.027 -1.395 1.547
O 2.595 0.030 0.157
H -1.755 -3.736 -1.857
H -2.223 -1.654 -0.575
C 3.726 1.657 2.040
H 4.112 0.636 2.023
C -7.361 -0.824 0.756
N 4.251 3.752 0.863
C 6.295 -2.013 -0.635
N 5.155 1.958 -0.042
H -1.735 0.710 -2.158
C 5.274 -0.001 -1.459
H -3.424 -3.769 -2.428
H 4.773 0.540 -2.244

The relative energy (zero: lowest compared OMol25 entry of this formula, charge and spin) is 10.7 kJ/mol. The value obtained for the LUMO energy is -0.1 eV. The structure (SMILES) is CCCN(CCC)S(=O)(=O)c1ccc(C(=O)NCc2n[nH]c(=S)n2-c2ccc(Cl)c(Cl)c2)cc1.

***

Below is a molecular structure, C42H35IN5O2PW, with properties calculated with ωB97M-V with the def2-TZVPD basis set.

Geometry (Å):
C 0.165 -5.407 -1.675
C 4.785 -0.386 -0.838
O 1.167 -1.625 0.833
C -4.833 0.036 0.654
H 0.674 -1.768 -5.200
C 1.145 -2.474 3.074
N 2.646 0.394 -0.093
H -2.333 -2.779 0.139
C 2.499 -1.919 3.385
C 3.240 1.422 0.525
H -4.735 -1.179 -3.192
W 0.446 -0.092 -0.038
H 1.412 -5.481 -3.423
C 0.142 2.685 4.027
H -1.414 1.261 4.548
C -0.531 -3.195 -0.946
H -5.578 0.025 1.438
H -4.861 0.815 -4.721
H 3.040 -2.622 4.016
H -3.224 -0.345 2.078
C 3.259 0.977 -4.379
H 3.962 1.770 -4.164
H 6.458 0.883 -0.335
H -4.146 1.514 -1.932
H 2.404 -0.987 3.947
C -1.285 -2.479 0.189
C -4.213 0.438 -1.701
H -2.763 1.507 -5.686
H -3.520 -3.265 2.692
H 1.795 3.818 3.274
H 5.066 2.482 0.936
H 3.949 0.690 -6.388
P 0.172 -0.845 -2.465
N -1.243 -0.997 0.121
H 1.384 -3.075 -3.752
C -2.620 -0.861 -2.538
C 3.428 -0.520 -0.723
C 2.357 0.574 -3.406
C -0.359 0.725 2.789
C -1.473 0.445 -4.280
C 5.390 0.735 -0.261
N 0.488 -3.115 4.043
H -2.906 -4.821 3.258
C -0.511 -4.578 -0.795
H -3.820 -5.142 1.217
I -0.124 2.383 -1.016
C -1.388 -0.400 -3.244
N 2.487 2.315 1.274
N 0.625 0.997 1.885
H 0.158 -6.476 -1.519
C 0.131 -2.634 -2.059
C 2.320 -0.619 -5.914
C -3.474 -0.190 1.038
C -4.016 -0.372 -3.058
C -0.713 -3.607 3.792
C -3.930 0.488 -4.273
C -2.770 0.869 -4.814
C 1.441 -0.439 -3.674
H 5.354 -1.136 -1.366
C -0.624 1.524 3.862
H 2.294 -1.070 -6.896
C 0.542 -2.336 1.833
H 2.989 3.155 1.518
C 0.833 -3.485 -2.920
C -2.790 -4.059 2.484
C 1.407 2.062 2.094
C -0.727 -2.835 1.551
C 0.859 -4.856 -2.736
H -0.584 0.841 -4.754
H 3.076 -1.725 2.481
C 4.620 1.636 0.434
C 1.163 2.951 3.152
O -3.018 -4.610 1.195
H -6.287 0.404 -0.846
C -2.532 -0.360 0.003
C 1.416 -1.021 -4.948
H -1.190 -4.126 4.617
H -2.590 -1.944 -2.367
C -1.392 -3.501 2.573
H 2.915 -1.372 -1.154
C -2.922 -0.132 -1.268
H -1.038 -5.015 0.042
C -5.238 0.250 -0.630
C 3.246 0.376 -5.629
H -0.051 3.359 4.850
H -0.922 -0.178 2.601
H 2.349 1.082 -2.452

The relative energy (zero: lowest compared OMol25 entry of this formula, charge and spin) is 214.5 kJ/mol. The value obtained for the LUMO energy (alpha / beta) is -6.9 / -6.5 eV. The expectation value of S² is 2.053. The spin multiplicity is 3. As for the charge: +2.

***

Below is a molecular structure, C27H32Cl3N4O3SSiV at a distorted geometry, with properties calculated with ωB97M-V with the def2-TZVPD basis set.

Geometry (Å):
N 0.366 -1.772 1.920
C 1.641 1.613 1.229
C 8.211 3.040 0.313
C 2.549 -1.285 3.034
O -0.620 2.008 -1.288
C -1.353 -4.565 3.510
N 2.083 0.464 0.570
Cl -3.295 1.551 0.923
N -0.609 -2.683 2.108
C -0.013 -2.251 -3.685
C -0.140 2.460 2.425
O 2.236 1.172 -1.854
H -0.696 2.308 -3.328
H -0.081 -1.847 -4.690
H 6.192 3.961 -1.267
C 5.964 2.992 -0.835
C 0.167 -3.234 -1.118
H 0.101 3.377 0.048
H 1.371 -3.559 4.486
H 2.366 4.706 2.362
C -0.380 -3.497 3.137
Si -2.333 -0.272 0.215
H 3.388 2.865 1.057
H 7.314 0.625 1.156
H 0.366 -5.171 -2.031
C 4.453 1.147 -0.568
H 0.036 4.427 3.251
H -1.193 -5.467 2.918
H -0.204 -0.338 -2.788
V 0.126 -0.395 0.260
H 4.013 2.855 -1.762
N 0.402 1.456 1.736
H 5.152 -0.470 0.647
H -1.938 1.225 -2.650
Cl -3.481 -0.628 -1.557
C 1.810 3.793 2.182
H 0.205 -4.292 -4.346
H 8.217 3.424 1.336
C 0.148 -3.620 -3.497
H 2.368 -0.256 3.346
C -1.382 2.142 -2.485
C -2.244 3.367 -2.230
C 0.236 -4.107 -2.200
H -2.378 -4.231 3.340
H -1.817 4.667 -0.521
H -2.588 3.838 -3.153
H 3.143 -1.781 3.803
H 8.407 3.876 -0.358
C 1.274 -2.040 2.860
C 0.518 3.648 2.678
C 0.008 -1.840 -1.248
C -0.086 -1.401 -2.589
H 9.040 2.335 0.226
H 0.255 -3.671 -0.126
H -1.150 2.290 2.778
H 0.740 3.520 -1.598
C 6.896 2.379 -0.009
C 5.381 0.510 0.248
S 2.872 0.383 -0.828
H -1.242 -4.823 4.562
C 4.743 2.384 -1.117
C -0.159 3.322 -1.003
H -0.928 5.109 -1.982
C 2.386 2.777 1.450
H -1.470 -2.596 1.578
C 0.845 -3.118 3.655
O 3.161 -1.001 -1.063
C -1.308 4.268 -1.398
Cl -3.530 -1.663 1.465
H -3.110 3.072 -1.640
C 6.590 1.126 0.522
H 3.115 -1.247 2.106

The relative energy (zero: lowest compared OMol25 entry of this formula, charge and spin) is 90.3 kJ/mol. The value obtained for the LUMO energy (alpha / beta) is 2.3 / 2.3 eV. The expectation value of S² is 3.768. The spin multiplicity is 4. As for the charge: -1.

***

Below is a single C4H7NO molecule, with properties calculated with ωB97M-V with the def2-TZVPD basis set.

Geometry (Å):
H -1.857 2.166 0.907
H 2.850 -1.987 -0.427
H -1.700 1.753 -0.810
H -2.850 0.888 0.227
H 0.328 0.394 -1.219
C -0.824 0.350 0.545
N 2.147 -1.310 -0.672
H -0.906 -0.108 1.523
C -1.863 1.349 0.187
O 1.124 -1.576 1.312
C 0.188 -0.023 -0.231
H 2.197 -0.866 -1.571
C 1.168 -1.030 0.228

The relative energy (zero: lowest compared OMol25 entry of this formula, charge and spin) is 43.7 kJ/mol. The value obtained for the LUMO energy is 1.0 eV. The structure (SMILES) is C/C=C/C(N)=O.

***

Below is 13 unconnected molecules or ions with the total composition C23H72N6O13 at a distorted geometry, with properties calculated with ωB97M-V with the def2-TZVPD basis set.

Geometry (Å):
H 3.672 -2.602 0.109
H 1.658 1.082 0.975
N -0.349 2.761 -1.362
H -0.248 -3.567 -2.278
H -1.047 0.606 0.773
C 3.706 -1.887 0.932
O -2.807 -2.904 0.075
H 0.607 -6.460 1.067
H -0.966 3.454 -0.964
H -0.663 -0.937 -0.832
N 1.404 -5.071 -0.495
H -1.722 -1.573 2.826
C 4.823 1.538 -1.527
H 5.757 -1.345 0.944
H -3.835 0.607 0.587
H 1.012 -1.263 -0.182
O 5.737 0.900 -2.403
C -2.363 0.362 3.740
H 5.763 -0.837 3.119
H -3.140 -0.629 -3.915
C 1.401 -2.798 -3.106
H -3.376 0.213 -1.592
H -0.399 5.008 1.220
H 0.945 0.987 5.251
O -0.910 -2.348 -5.607
C -5.118 -3.028 -0.560
H 4.872 1.116 -0.523
C -4.199 0.850 -1.269
O 0.930 1.114 0.350
N 0.397 1.588 -2.949
H -3.188 3.131 -0.056
H 0.099 0.103 1.984
H 0.868 4.069 5.811
H -1.593 2.805 1.442
H 3.989 2.764 3.326
H 0.763 -2.020 -4.873
C -2.394 -1.421 -3.986
H -1.102 -6.030 1.087
O -3.310 -0.692 1.782
C -0.039 0.214 0.908
O -2.683 3.921 0.152
H 4.876 2.626 -1.528
H -2.888 -2.391 -3.932
H 1.628 -4.404 -1.219
H -3.365 0.771 3.873
H -1.142 -0.304 -5.152
H -3.642 -2.299 -1.749
C 3.918 2.609 2.250
H -2.058 -3.496 -0.029
H 6.493 1.481 -2.507
N 0.183 -3.268 -3.140
H -3.500 -4.065 -1.486
H 2.473 -1.902 -4.608
H -2.955 3.762 2.209
H 1.937 3.040 4.883
H 2.396 1.866 6.646
H -2.477 -0.993 -6.055
C 3.128 3.674 1.523
H 3.115 0.261 -1.964
O -0.697 3.453 -3.433
H -0.225 -3.292 -4.064
H 1.966 -5.655 0.109
H 3.300 -0.893 0.746
H -1.888 1.123 3.121
H 3.149 1.449 -3.205
O 3.329 1.334 2.051
H 0.321 1.404 -3.939
C -0.219 2.680 -2.636
C -2.617 -0.978 3.008
H 3.966 0.645 2.253
H -1.716 -1.390 -3.133
O -0.728 -4.442 -0.894
C -3.656 -3.098 -1.007
H -3.278 -1.641 3.567
H -3.320 2.457 -2.351
H -1.319 -2.764 -6.369
O 1.862 2.640 6.840
N 1.551 -2.103 -4.247
H -4.924 2.800 -1.760
C -0.025 -1.019 0.048
H -5.247 -3.773 0.224
H 2.660 1.902 -1.633
H 0.060 1.968 4.211
H -5.725 -3.327 -1.415
H 0.119 2.143 -0.714
H 0.748 0.992 -2.212
H -1.865 0.220 4.699
H 3.192 3.475 0.453
H 5.345 -2.852 1.832
H -5.463 -2.067 -0.177
H -0.382 -1.893 0.593
H -3.126 -1.458 1.235
C -2.185 3.720 1.439
H 3.103 -2.395 1.684
C -1.320 4.921 1.797
C -1.710 -1.220 -5.313
H -4.712 1.910 -3.185
O 4.903 -1.025 2.736
C 0.095 -5.076 -0.250
O -3.932 1.368 0.010
H -5.072 0.198 -1.251
H 2.062 3.666 1.749
H 3.503 4.686 1.677
H -1.215 4.894 2.881
O 2.189 -2.881 -2.202
N -0.166 -5.905 0.729
C 0.295 1.862 5.270
H 4.980 2.582 2.004
H -1.891 5.801 1.502
C 1.230 3.046 5.713
C -4.300 2.011 -2.181
H -0.523 1.583 5.935
C 3.400 1.295 -2.155
C 5.047 -1.827 1.615

The value obtained for the LUMO energy (alpha / beta) is 2.1 / 2.0 eV. The expectation value of S² is 0.750. The spin multiplicity is 2. As for the charge: -1.

***

Below is a molecular structure, C18H28N4O3RhS3SeTe, with properties calculated with ωB97M-V with the def2-TZVPD basis set.

Geometry (Å):
C 2.221 -0.539 -4.336
C 1.057 0.005 -5.153
H -3.118 1.549 2.866
H 0.578 2.983 4.495
H -0.851 -4.376 -1.430
C 0.815 4.016 -0.455
Rh 0.132 -0.261 -0.158
H 1.842 -3.043 2.179
N -0.483 -2.061 0.345
H -2.696 6.091 5.784
C -1.672 -4.390 -2.148
C -0.740 -2.995 1.012
C 3.143 -2.105 -0.150
H -4.293 3.506 3.789
H -2.568 -4.644 -1.586
N 0.536 1.760 -0.438
H -0.594 4.939 5.444
H 3.138 -0.501 -4.928
H -0.288 -3.516 -4.307
N -3.173 5.442 5.186
H 3.005 -2.337 -3.421
C 2.081 -1.988 -3.884
C -0.614 -2.675 -3.689
H 3.472 -1.637 -1.076
Se -1.099 -4.383 2.013
H 1.857 -2.660 -4.715
H 4.006 -2.504 0.380
C -2.572 2.304 3.417
N -0.553 0.970 1.328
C -0.022 2.080 0.712
S -0.386 0.777 2.961
H -2.046 -2.257 -2.137
O 0.472 -0.887 -2.084
O -1.068 -0.442 3.266
H 0.165 0.135 -4.540
Te 2.273 -0.639 1.106
S 0.004 3.755 1.055
H 1.484 2.739 -2.078
H 2.420 -2.895 -0.341
C 1.813 -2.047 2.611
C -1.142 4.203 4.869
H -1.489 -5.191 -2.868
C -1.196 2.164 3.613
H 1.101 5.008 -0.759
H -0.779 -1.806 -4.324
C -0.485 3.112 4.344
S 0.793 -2.291 -2.638
C 1.011 2.856 -1.116
C -3.226 3.394 3.936
C -1.833 -3.053 -2.856
H 1.310 0.980 -5.570
H -2.682 -3.089 -3.542
O 1.026 0.877 3.278
H 0.815 -0.653 -5.989
H 0.827 -1.832 3.011
H 2.392 0.088 -3.460
H 2.572 -1.915 3.380
C -2.523 4.364 4.676
H -4.170 5.518 5.120

The relative energy (zero: lowest compared OMol25 entry of this formula, charge and spin) is 4.6 kJ/mol. The value obtained for the LUMO energy is -4.4 eV. As for the charge: +1.

***

Repeat the second record exactly.
Below is a molecular structure, C42H35IN5O2PW, with properties calculated with ωB97M-V with the def2-TZVPD basis set.

Geometry (Å):
C 0.165 -5.407 -1.675
C 4.785 -0.386 -0.838
O 1.167 -1.625 0.833
C -4.833 0.036 0.654
H 0.674 -1.768 -5.200
C 1.145 -2.474 3.074
N 2.646 0.394 -0.093
H -2.333 -2.779 0.139
C 2.499 -1.919 3.385
C 3.240 1.422 0.525
H -4.735 -1.179 -3.192
W 0.446 -0.092 -0.038
H 1.412 -5.481 -3.423
C 0.142 2.685 4.027
H -1.414 1.261 4.548
C -0.531 -3.195 -0.946
H -5.578 0.025 1.438
H -4.861 0.815 -4.721
H 3.040 -2.622 4.016
H -3.224 -0.345 2.078
C 3.259 0.977 -4.379
H 3.962 1.770 -4.164
H 6.458 0.883 -0.335
H -4.146 1.514 -1.932
H 2.404 -0.987 3.947
C -1.285 -2.479 0.189
C -4.213 0.438 -1.701
H -2.763 1.507 -5.686
H -3.520 -3.265 2.692
H 1.795 3.818 3.274
H 5.066 2.482 0.936
H 3.949 0.690 -6.388
P 0.172 -0.845 -2.465
N -1.243 -0.997 0.121
H 1.384 -3.075 -3.752
C -2.620 -0.861 -2.538
C 3.428 -0.520 -0.723
C 2.357 0.574 -3.406
C -0.359 0.725 2.789
C -1.473 0.445 -4.280
C 5.390 0.735 -0.261
N 0.488 -3.115 4.043
H -2.906 -4.821 3.258
C -0.511 -4.578 -0.795
H -3.820 -5.142 1.217
I -0.124 2.383 -1.016
C -1.388 -0.400 -3.244
N 2.487 2.315 1.274
N 0.625 0.997 1.885
H 0.158 -6.476 -1.519
C 0.131 -2.634 -2.059
C 2.320 -0.619 -5.914
C -3.474 -0.190 1.038
C -4.016 -0.372 -3.058
C -0.713 -3.607 3.792
C -3.930 0.488 -4.273
C -2.770 0.869 -4.814
C 1.441 -0.439 -3.674
H 5.354 -1.136 -1.366
C -0.624 1.524 3.862
H 2.294 -1.070 -6.896
C 0.542 -2.336 1.833
H 2.989 3.155 1.518
C 0.833 -3.485 -2.920
C -2.790 -4.059 2.484
C 1.407 2.062 2.094
C -0.727 -2.835 1.551
C 0.859 -4.856 -2.736
H -0.584 0.841 -4.754
H 3.076 -1.725 2.481
C 4.620 1.636 0.434
C 1.163 2.951 3.152
O -3.018 -4.610 1.195
H -6.287 0.404 -0.846
C -2.532 -0.360 0.003
C 1.416 -1.021 -4.948
H -1.190 -4.126 4.617
H -2.590 -1.944 -2.367
C -1.392 -3.501 2.573
H 2.915 -1.372 -1.154
C -2.922 -0.132 -1.268
H -1.038 -5.015 0.042
C -5.238 0.250 -0.630
C 3.246 0.376 -5.629
H -0.051 3.359 4.850
H -0.922 -0.178 2.601
H 2.349 1.082 -2.452

The relative energy (zero: lowest compared OMol25 entry of this formula, charge and spin) is 214.5 kJ/mol. The value obtained for the LUMO energy (alpha / beta) is -6.9 / -6.5 eV. The expectation value of S² is 2.053. The spin multiplicity is 3. As for the charge: +2.